The following is a DFT calculation (ωB97M-V/def2-TZVPD) of 2 unconnected molecules or ions with the total composition C36H34BClO2S at a distorted geometry.

Structure (XYZ):
```
75
Properties=species:S:1:pos:R:3:forces:R:3:mulliken_charge:R:1
C 5.185 1.193 0.504 0.26 0.13 -0.19 -2.03
C 3.986 0.355 0.071 0.41 0.01 0.07 1.71
C 4.140 -1.034 0.619 -0.02 -0.70 -0.23 -1.57
O 2.823 0.928 0.689 0.50 0.64 -1.06 -0.49
B 2.346 1.810 -0.268 -1.20 -1.34 1.45 1.53
C 0.919 2.375 0.239 0.57 0.26 0.23 0.60
C 0.866 3.752 -0.295 -0.38 0.48 -1.27 -1.47
C 0.771 3.912 -1.651 0.66 1.17 1.45 -0.85
C 0.418 2.814 -2.444 -0.81 -2.06 0.13 -1.29
C 0.019 1.629 -1.826 0.41 0.89 -1.76 1.25
C 0.067 1.370 -0.447 -2.50 -1.21 0.99 0.21
C -1.046 0.416 -0.050 1.15 4.84 -1.73 0.73
C -1.755 1.006 1.130 0.41 0.53 -0.32 0.89
C -3.069 1.456 1.018 -0.21 -0.16 0.40 -0.36
C -3.736 1.914 2.155 0.19 0.02 -0.15 -0.86
C -3.061 2.017 3.371 -0.04 0.08 0.26 -0.74
C -1.695 1.744 3.445 -0.08 -0.05 -0.36 -1.60
C -1.045 1.242 2.320 -0.11 0.10 0.25 -0.14
C -1.687 0.130 -1.391 0.73 0.84 -0.68 -1.22
C -2.820 -0.557 -1.786 -0.19 -0.31 0.20 0.45
C -3.025 -0.837 -3.145 -0.18 0.52 -0.12 -0.97
C -2.299 -0.169 -4.144 0.15 -0.49 0.27 -1.07
C -1.236 0.648 -3.778 -0.09 -0.36 0.39 -0.77
C -0.919 0.725 -2.428 -0.72 -0.24 -0.34 0.18
O 2.905 1.714 -1.512 0.06 0.11 0.64 -0.79
C 3.659 0.481 -1.472 0.39 -0.58 0.30 1.30
C 4.837 0.596 -2.403 0.50 0.09 0.00 -1.96
C 2.820 -0.688 -1.994 -0.47 -0.09 -0.06 -1.49
H 6.103 0.639 0.298 0.09 0.17 -0.02 0.44
H 5.233 2.157 -0.015 -0.07 -0.12 0.07 0.37
H 5.137 1.394 1.580 -0.08 -0.15 -0.17 0.39
H 5.099 -1.454 0.306 -0.06 -0.10 0.03 0.44
H 4.106 -1.014 1.713 0.13 0.14 -0.20 0.33
H 3.339 -1.693 0.273 0.11 0.12 0.13 0.09
H 0.885 2.346 1.316 0.11 0.03 0.16 0.54
H 0.945 4.593 0.392 0.36 -0.18 -0.22 0.52
H 0.963 4.870 -2.125 -0.32 0.01 0.18 0.42
H 0.240 2.949 -3.510 0.02 -0.06 0.27 0.39
H -3.562 1.425 0.045 0.02 -0.11 0.32 0.52
H -4.784 2.193 2.081 0.19 -0.04 0.07 0.45
H -3.592 2.320 4.273 0.07 0.07 -0.26 0.38
H -1.121 1.912 4.360 -0.31 -0.08 -0.23 0.41
H 0.025 1.013 2.384 -0.63 0.07 -0.06 0.72
H -3.547 -0.850 -1.030 0.25 -0.29 -0.44 0.71
H -3.780 -1.569 -3.426 -0.16 0.42 0.03 0.45
H -2.553 -0.291 -5.191 0.01 -0.16 0.11 0.39
H -0.630 1.199 -4.497 -0.29 -0.18 0.05 0.44
H 5.458 -0.303 -2.304 0.01 0.21 -0.05 0.36
H 4.474 0.640 -3.436 0.10 0.07 0.18 0.50
H 5.442 1.483 -2.203 -0.03 -0.11 -0.02 0.34
H 3.418 -1.613 -1.999 -0.15 0.31 0.08 0.44
H 1.906 -0.867 -1.412 0.21 0.11 -0.05 -0.09
H 2.526 -0.496 -3.036 0.03 0.07 0.31 0.54
C 1.942 -2.934 2.378 0.72 -0.02 0.42 -1.66
C 0.910 -2.382 1.490 -0.68 -0.22 -1.30 0.88
C 0.608 -2.705 0.161 0.51 -0.19 0.64 -0.77
C -0.686 -2.344 -0.211 -0.42 0.85 0.36 -0.66
C -1.351 -1.465 0.711 1.33 -4.49 1.76 1.49
C -2.743 -1.878 1.177 0.07 0.47 -0.55 0.27
C -3.588 -2.669 0.377 -0.37 0.52 -0.19 -0.43
C -4.969 -2.664 0.608 0.45 -0.18 0.53 -0.69
C -5.449 -2.183 1.829 1.21 0.02 -0.22 0.24
Cl -7.132 -2.105 2.109 -0.70 -0.12 0.21 -0.24
C -4.548 -1.740 2.804 0.05 0.02 -0.43 -1.12
C -3.220 -1.508 2.434 -0.73 0.21 0.27 -0.21
S -0.309 -1.467 2.202 -0.36 -0.58 -0.81 -0.46
H 2.562 -3.664 1.859 0.06 0.06 0.04 0.39
H 2.576 -2.141 2.784 0.08 -0.16 0.04 0.26
H 1.452 -3.427 3.227 0.19 0.00 -0.17 0.45
H 1.309 -3.259 -0.472 -0.36 0.07 0.25 0.42
H -1.143 -2.624 -1.163 0.20 0.11 0.35 0.46
H -3.190 -3.206 -0.483 -0.17 0.42 0.02 0.45
H -5.663 -3.034 -0.142 0.13 -0.18 0.20 0.44
H -4.896 -1.546 3.818 0.07 0.23 -0.32 0.41
H -2.573 -0.980 3.135 -0.25 -0.18 -0.14 0.43
```
Forces are in eV/Å.

Computed properties:
SMILES = CC1(C)OB([C@H]2C=CC=C3C2=C(c2ccccc2)c2ccccc23)OC1(C)C.Cc1ccc(-c2ccc(Cl)cc2)s1
LUMO energy = -0.77 eV
Orbital gap = 0.186 Eh
Highest occupied orbital energy = -0.2145 Eh
Spin multiplicity = 1